(1)
Computed, not measured: a molecular structure, C24H21F12HoNO2 at a distorted geometry, with the ωB97M-V functional and the def2-TZVPD basis.

Element x y z (Å)
Ho  -1.192  -0.399  -1.160
C  2.081  -2.519  5.184
C  1.626  -1.868  3.868
C  2.497  -1.099  3.120
C  2.053  -0.467  2.006
C  0.706  -0.640  1.527
N  0.359  -0.021  0.308
C  1.060  1.000  -0.220
C  1.102  2.192  0.517
C  1.945  3.231  0.244
C  2.807  3.183  -0.868
C  3.978  4.099  -1.016
C  2.569  2.136  -1.777
C  1.697  1.037  -1.537
C  1.595  -0.145  -2.535
O  0.416  -0.834  -2.533
C  1.756  0.285  -4.037
F  3.042  0.662  -4.387
F  1.339  -0.653  -4.855
F  1.018  1.393  -4.334
C  2.723  -1.171  -2.225
F  2.657  -2.200  -3.058
F  3.915  -0.591  -2.362
F  2.687  -1.608  -1.003
C  -0.121  -1.538  2.164
C  0.301  -2.001  3.396
C  -1.515  -1.983  1.662
O  -1.976  -1.441  0.501
C  -2.687  -1.588  2.725
F  -2.457  -0.327  3.078
F  -2.714  -2.316  3.854
F  -3.844  -1.583  2.107
C  -1.599  -3.530  1.441
F  -1.392  -4.363  2.529
F  -0.695  -3.822  0.556
F  -2.815  -3.862  1.004
H  1.532  -2.105  6.090
H  3.135  -2.329  5.347
H  1.936  -3.640  5.238
H  3.452  -1.019  3.553
H  2.648  0.170  1.357
H  0.538  2.187  1.440
H  2.040  4.104  0.920
H  4.892  3.441  -1.123
H  4.139  4.647  -0.150
H  3.953  4.694  -1.917
H  3.173  2.123  -2.682
H  -0.362  -2.690  3.940
C  -4.362  -0.410  -2.101
C  -3.946  1.068  -1.576
C  -5.057  1.956  -2.096
C  -2.487  1.528  -1.893
H  -5.367  -0.621  -2.414
H  -4.022  -1.152  -1.370
H  -3.765  -0.536  -2.992
H  -4.091  1.037  -0.514
H  -5.035  2.058  -3.198
H  -4.969  2.997  -1.840
H  -6.030  1.599  -1.719
H  -2.379  2.417  -1.240
H  -2.485  1.826  -2.944

Values from the calculation:
HOMO (alpha / beta)   -4.45 / -4.47 eV
2S+1   5
Expectation value of S²   6.004
Total charge   -1
Kohn-Sham gap (alpha / beta)   0.2628 / 0.2637 Ha

Atom charges from the Löwdin analysis, given in e for atoms 1 to 5: 1.630 -0.071 -0.264 -0.068 -0.001


(2)
Computed, not measured: a molecular structure, C18H19IIrN5O3 at a distorted geometry, with the ωB97M-V functional and the def2-TZVPD basis.

Element x y z (Å)
Ir  0.951  -0.544  0.749
C  -3.899  -0.979  0.967
C  -3.404  0.363  0.587
N  -4.231  1.317  0.330
C  -3.886  2.547  0.001
C  -2.552  2.881  -0.163
C  -2.171  4.317  -0.500
O  -1.550  4.415  -1.754
C  -1.569  1.893  0.039
C  -0.213  2.196  -0.324
N  0.902  1.695  0.121
C  2.091  2.347  -0.227
C  2.091  3.716  -0.563
C  3.245  4.389  -0.909
C  4.469  3.740  -0.879
C  4.523  2.407  -0.498
C  3.352  1.740  -0.185
I  3.551  -0.338  0.356
C  -1.961  0.603  0.539
O  -1.158  -0.294  0.890
H  -4.977  -0.954  1.100
H  -3.412  -1.299  1.887
H  -3.645  -1.703  0.191
H  -4.686  3.255  -0.147
H  -1.445  4.657  0.248
H  -3.058  4.950  -0.423
H  -2.215  4.500  -2.449
H  -0.166  2.951  -1.112
H  1.167  4.271  -0.527
H  3.187  5.432  -1.185
H  5.376  4.266  -1.127
H  5.470  1.894  -0.429
C  0.457  -6.435  0.163
N  0.633  -5.039  0.477
C  0.707  -4.555  1.839
C  0.856  -3.072  1.609
O  0.972  -2.155  2.419
N  0.846  -2.833  0.280
C  0.709  -4.010  -0.367
N  0.643  -4.097  -1.687
H  0.956  -7.032  0.924
H  0.903  -6.675  -0.800
H  -0.602  -6.705  0.144
H  1.561  -4.975  2.380
H  -0.195  -4.782  2.417
H  0.778  -3.275  -2.252
H  0.597  -4.989  -2.150

Values from the calculation:
HOMO (alpha / beta)   -13.85 / -13.63 eV
Total charge   +2
Kohn-Sham gap (alpha / beta)   0.1815 / 0.1620 Ha

Atom charges from the Löwdin analysis, given in e for atoms 1 to 5: 1.069 -0.004 -0.235 0.145 -0.039


(3)
Computed, not measured: a single C4H5NO2 molecule at a distorted geometry, with the ωB97M-V functional and the def2-TZVPD basis.

Element x y z (Å)
O  -0.053  1.579  1.833
C  0.093  0.647  0.867
C  1.036  -0.348  0.930
N  0.922  -0.884  -0.500
C  -0.259  -0.468  -0.922
O  -0.951  -1.033  -1.989
C  -0.746  0.485  -0.189
H  0.447  1.210  2.678
H  2.271  -0.305  1.231
H  1.172  -1.975  -0.536
H  -1.448  -0.128  -2.295
H  -1.613  1.123  -0.444

Values from the calculation:
HOMO   -8.11 eV
Structure (SMILES)   Oc1c[nH]c(O)c1
Kohn-Sham gap   0.3248 Ha

Atom charges from the Löwdin analysis, given in e for atoms 1 to 5: 0.023 -0.433 -0.046 0.057 -0.481


(4)
Computed, not measured: 2 unconnected molecules or ions with the total composition C4H11NO at a distorted geometry, with the ωB97M-V functional and the def2-TZVPD basis.

Element x y z (Å)
C  0.373  0.859  -0.232
C  1.368  0.266  0.816
C  2.606  0.407  -0.138
N  2.133  -0.121  -1.399
C  0.757  0.024  -1.504
H  0.524  1.863  -0.598
H  -0.726  0.797  0.029
H  1.422  1.056  1.588
H  1.203  -0.798  0.934
H  3.035  1.401  -0.061
H  3.440  -0.196  0.456
H  2.863  0.007  -2.095
H  0.315  0.427  -2.441
H  0.040  -0.817  -1.294
O  -6.081  -1.566  2.000
H  -6.349  -2.493  2.086
H  -6.923  -1.118  1.856

Values from the calculation:
HOMO   -8.12 eV
Structure (SMILES)   C1CCNC1.O
Kohn-Sham gap   0.3373 Ha

Atom charges from the Löwdin analysis, given in e for atoms 1 to 5: -0.208 -0.153 -0.268 -0.071 -0.291


(5)
Computed, not measured: 13 unconnected molecules or ions with the total composition C5H38N3O12 at a distorted geometry, with the ωB97M-V functional and the def2-TZVPD basis.

Element x y z (Å)
C  3.469  0.809  1.409
C  2.597  0.025  2.411
C  1.172  0.528  2.590
C  0.398  0.716  1.292
N  -0.234  -0.529  0.806
C  -1.183  -1.115  1.525
N  -1.279  -2.464  1.515
N  -2.144  -0.421  2.139
H  3.833  0.219  0.569
H  4.279  1.335  1.904
H  2.858  1.495  0.812
H  3.154  0.028  3.353
H  2.741  -1.042  2.200
H  0.620  -0.111  3.285
H  1.202  1.475  3.133
H  0.922  1.079  0.408
H  -0.254  1.587  1.408
H  0.448  -1.101  0.322
H  -0.832  -3.059  0.833
H  -2.208  -2.824  1.696
H  -1.934  0.380  2.750
H  -3.038  -0.882  2.156
H  -2.980  -3.440  -1.462
H  -1.902  -3.154  -2.406
O  -2.198  -2.872  -1.532
H  -3.252  -1.387  -0.770
H  -4.045  -0.119  -1.257
O  -3.966  -0.770  -0.549
H  -1.531  2.628  3.027
H  -1.156  2.122  4.355
O  -1.756  1.898  3.631
H  -1.683  3.831  0.326
H  -2.369  2.633  0.879
O  -1.787  3.368  1.167
H  1.735  -3.358  -0.396
H  0.360  -3.032  -1.030
O  1.165  -2.634  -0.678
H  -3.921  0.580  0.500
H  -4.520  1.803  1.244
O  -3.742  1.508  0.760
H  0.150  -2.299  -4.065
H  1.568  -1.637  -4.154
O  0.881  -1.940  -3.554
H  4.212  -1.291  -1.017
H  2.748  -1.413  -1.731
O  3.429  -1.803  -1.196
H  -0.448  3.861  -2.075
H  0.114  2.399  -2.031
O  -0.428  3.053  -1.556
H  1.978  0.626  -2.145
H  0.741  -0.068  -2.729
O  1.082  0.810  -2.468
H  3.774  0.576  -3.205
H  4.401  1.333  -2.140
O  4.082  0.429  -2.293
H  -1.538  0.164  -2.030
H  -1.883  1.215  -3.017
O  -1.904  0.253  -2.921

Values from the calculation:
HOMO   -12.99 eV
Total charge   +1
Kohn-Sham gap   0.3755 Ha

Atom charges from the Löwdin analysis, given in e for atoms 1 to 5: -0.086 -0.238 -0.180 -0.157 0.128


(6)
Computed, not measured: a molecular structure, C27H42AsBr2HgNOSSi2, with the ωB97M-V functional and the def2-TZVPD basis.

Element x y z (Å)
Hg  -0.557  -0.010  -0.451
C  -3.752  1.479  1.302
C  -3.957  0.359  0.319
C  -4.164  0.623  -1.031
C  -4.244  -0.407  -1.958
C  -4.131  -1.726  -1.545
C  -3.944  -2.004  -0.199
C  -3.860  -0.970  0.722
H  -4.144  1.225  2.287
H  -4.228  2.399  0.964
H  -2.681  1.683  1.414
H  -4.240  1.651  -1.367
H  -4.379  -0.175  -3.008
H  -4.178  -2.532  -2.267
H  -3.850  -3.030  0.135
H  -3.689  -1.201  1.768
C  -1.505  3.562  -1.150
C  -0.691  3.689  0.107
C  -0.935  4.697  1.064
C  -0.174  4.747  2.198
C  0.848  3.796  2.412
C  1.698  3.756  3.542
Br  1.519  5.047  4.934
C  2.660  2.790  3.654
C  2.823  1.826  2.660
Br  4.160  0.494  2.887
C  2.037  1.754  1.490
O  2.146  0.876  0.600
C  1.020  2.815  1.403
N  0.253  2.796  0.292
H  -2.034  4.487  -1.386
H  -2.241  2.761  -1.035
H  -0.864  3.278  -1.983
H  -1.719  5.424  0.893
H  -0.343  5.513  2.942
H  3.304  2.765  4.523
C  3.065  -0.194  -2.196
As  2.527  1.360  -3.191
C  3.908  1.566  -4.538
C  2.798  2.827  -1.985
S  0.634  1.247  -4.062
H  4.137  -0.159  -2.004
H  2.806  -1.087  -2.759
H  2.540  -0.149  -1.242
H  4.882  1.681  -4.063
H  3.677  2.443  -5.139
H  3.904  0.686  -5.178
H  3.852  2.889  -1.716
H  2.197  2.618  -1.101
H  2.465  3.747  -2.461
C  1.565  -3.032  3.022
Si  0.129  -2.272  2.065
C  -1.391  -3.348  2.348
C  -0.237  -0.616  2.870
C  0.608  -2.176  0.282
Si  0.313  -3.319  -1.141
C  -0.267  -2.509  -2.734
C  -0.960  -4.651  -0.757
C  1.935  -4.208  -1.531
H  1.323  -3.146  4.083
H  2.444  -2.387  2.945
H  1.827  -4.015  2.623
H  -1.653  -3.328  3.410
H  -1.231  -4.389  2.062
H  -2.248  -2.970  1.785
H  -0.379  -0.748  3.947
H  -1.143  -0.160  2.459
H  0.589  0.082  2.719
H  1.483  -1.531  0.155
H  -1.288  -2.133  -2.621
H  -0.261  -3.241  -3.549
H  0.344  -1.657  -3.042
H  -1.918  -4.214  -0.468
H  -0.632  -5.312  0.049
H  -1.126  -5.266  -1.646
H  2.663  -3.515  -1.962
H  1.779  -5.020  -2.246
H  2.377  -4.630  -0.625

Values from the calculation:
HOMO (alpha / beta)   -3.80 / -4.24 eV
2S+1   2
Expectation value of S²   0.766
Total charge   -1
Kohn-Sham gap (alpha / beta)   0.2341 / 0.2338 Ha

Atom charges from the Löwdin analysis, given in e for atoms 1 to 5: 0.893 -0.057 -0.324 -0.088 -0.093